No. 1
Molecular formula: C15H20N5O10PtS2Se2
Method: DFT, ωB97M-V/def2-TZVPD

ORCA input file:
```
! RIJCOSX wB97M-V def2-TZVPD def2/J DEFGRID3
* xyz -1 1
Pt 0.65 0.95 -1.02
C -0.55 0.62 3.90
C 0.66 0.20 3.17
N 1.74 -0.32 3.66
N 2.55 -0.51 2.57
C 2.00 -0.10 1.44
S 2.60 -0.09 -0.15
N 0.79 0.34 1.81
N -0.11 0.94 0.92
H -0.45 0.32 4.94
H -1.43 0.14 3.46
H -0.66 1.70 3.83
H 3.49 -0.85 2.69
H -0.28 1.91 1.29
H -0.96 0.31 0.90
O -1.57 -1.20 -6.03
C -2.26 -0.65 -4.91
C -1.31 0.17 -4.04
C -0.72 1.34 -4.85
O 0.60 1.69 -4.40
C -2.13 0.65 -2.84
Se -1.37 2.09 -1.75
C -0.13 -0.72 -3.62
Se 1.30 0.53 -3.24
H -2.15 -1.83 -6.47
H -2.71 -1.43 -4.29
H -3.07 0.01 -5.25
H -1.34 2.23 -4.73
H -0.65 1.06 -5.91
H 1.47 3.68 -0.11
H -2.34 -0.20 -2.19
H -3.07 1.07 -3.19
H 0.19 -1.37 -4.43
H -0.36 -1.29 -2.71
O -1.86 -1.05 1.20
C -1.97 -1.95 0.32
O -1.59 -1.90 -0.87
C -2.65 -3.24 0.78
C -2.79 -4.30 -0.11
C -3.40 -5.47 0.29
C -3.88 -5.56 1.58
C -3.76 -4.52 2.49
C -3.14 -3.35 2.07
N -4.54 -6.80 2.01
O -4.64 -7.71 1.21
O -4.96 -6.86 3.16
H -2.39 -4.18 -1.11
H -3.52 -6.31 -0.38
H -4.15 -4.63 3.49
H -3.02 -2.51 2.74
O 0.02 3.34 2.14
S 1.42 3.80 2.01
O 1.51 4.41 0.52
O 2.34 2.67 2.01
O 1.75 4.91 2.86
*
```

gap between HOMO and LUMO: 6.88 eV
LUMO level: 1.47 eV



No. 2
Molecular formula: C20H23BrN2O3
Method: DFT, ωB97M-V/def2-TZVPD

ORCA input file:
```
! RIJCOSX wB97M-V def2-TZVPD def2/J DEFGRID3
* xyz 0 1
O 2.28 4.03 -0.28
C 1.23 3.68 0.11
N 0.64 2.50 -0.17
C -0.55 2.12 0.54
H -1.37 1.99 -0.33
C -0.21 0.96 1.37
N 0.21 0.01 0.51
C 0.72 -1.36 0.92
H -0.13 -1.57 1.61
C 0.70 -2.49 -0.12
O 2.23 -2.63 -0.37
H 2.35 -3.36 -0.94
C 0.20 -3.76 0.28
H 0.99 -4.22 1.33
H -0.68 -3.75 0.75
O 0.33 -4.80 -0.41
C -0.70 -4.96 -1.54
C -0.38 -5.97 -2.36
C -1.10 -6.39 -3.47
C -2.37 -5.52 -3.40
C -2.53 -4.42 -2.68
C -1.69 -4.20 -1.39
H -1.86 -3.49 -0.81
H -3.55 -3.90 -2.53
Br -3.31 -5.87 -5.03
H -1.00 -7.14 -4.17
H 0.46 -6.52 -2.40
H 0.24 -2.29 -0.89
H 1.47 -1.35 1.71
C 1.48 0.42 -0.24
C 1.29 1.66 -1.01
H 0.51 1.53 -1.89
H 2.07 2.11 -1.46
H 2.27 0.76 0.40
H 1.91 -0.25 -0.96
H 0.75 1.00 2.22
H -0.90 0.47 1.72
H -1.05 2.83 1.52
C 0.63 4.74 1.18
C -0.52 5.39 0.99
C -1.33 6.22 1.72
C -0.59 6.63 3.15
C 0.64 6.08 3.25
C 1.13 5.17 2.31
H 2.30 4.68 2.60
H 1.08 6.12 4.02
H -1.11 7.28 3.49
H -2.25 6.72 1.31
H -0.95 5.09 -0.18
*
```

gap between HOMO and LUMO: 8.99 eV
LUMO level: 0.05 eV



No. 3
Molecular formula: C7H13NO
Method: DFT, ωB97M-V/def2-TZVPD

ORCA input file:
```
! RIJCOSX wB97M-V def2-TZVPD def2/J DEFGRID3
* xyz 0 1
C 1.25 -2.13 -0.14
C 0.26 2.22 -0.51
C -1.43 -0.16 1.31
C -1.73 -0.29 -1.21
C 1.51 0.17 0.40
C 0.31 0.74 -0.23
C -0.84 0.04 -0.06
O 2.35 1.10 0.89
N 1.86 -1.04 0.61
H 3.11 0.61 1.25
H 1.95 -2.96 -0.21
H 0.36 -2.50 0.38
H 0.99 -1.86 -1.17
H 0.82 2.47 -1.42
H -0.77 2.58 -0.64
H 0.67 2.80 0.32
H -1.61 -1.22 1.51
H -2.39 0.36 1.37
H -0.80 0.25 2.10
H -2.67 0.27 -1.18
H -1.96 -1.36 -1.19
H -1.24 -0.09 -2.17
*
```

SMILES string: C/N=C(/O)C(C)=C(C)C
gap between HOMO and LUMO (spin up / spin down): 7.96 / 7.48 eV
LUMO level (spin up / spin down): 0.27 / -0.14 eV



No. 4
Molecular formula: C5H13O3
Method: DFT, ωB97M-V/def2-TZVPD

ORCA input file:
```
! RIJCOSX wB97M-V def2-TZVPD def2/J DEFGRID3
* xyz -1 1
C -1.81 -0.50 2.37
O -1.68 -1.07 3.67
C -0.51 -0.25 1.67
C -0.69 0.36 0.27
C 0.66 0.75 -0.33
C 1.36 -0.39 -1.11
O 2.08 0.03 -2.19
H -2.43 -1.19 1.82
H -2.35 0.46 2.43
H -0.84 -0.80 4.07
H 0.09 0.49 2.21
H 0.15 -1.13 1.60
H -1.22 -0.29 -0.42
H -1.26 1.27 0.47
H 1.34 1.21 0.40
H 0.50 1.48 -1.12
H 0.51 -1.06 -1.43
H 1.88 -1.12 -0.46
H 1.33 0.52 -3.11
H -0.20 0.99 -3.67
O 0.70 0.94 -4.00
*
```

gap between HOMO and LUMO: 6.66 eV
LUMO level: 3.05 eV



No. 5
Molecular formula: C4H10N2O
Method: DFT, ωB97M-V/def2-TZVPD

ORCA input file:
```
! RIJCOSX wB97M-V def2-TZVPD def2/J DEFGRID3
* xyz 0 1
C -2.08 -0.91 -0.53
C -1.60 0.17 0.46
C -1.33 1.37 -0.29
C 1.94 0.27 0.15
H -2.90 -0.42 -1.33
H -0.98 -1.25 -0.92
H -2.54 -1.79 0.22
H -2.14 0.28 1.42
H -2.29 1.66 -0.78
H -1.18 2.39 0.15
H -0.73 0.89 -1.12
H 0.90 -1.28 -0.56
H 1.65 1.27 0.62
H 3.78 0.56 -0.09
N 0.78 -0.45 -0.10
N 3.10 -0.12 -0.35
O -0.28 -0.46 0.85
*
```

SMILES string: [H]/N=C/NOC(C)C
gap between HOMO and LUMO: 9.99 eV
LUMO level: 0.92 eV



No. 6
Molecular formula: C8H7DyNO5
Method: DFT, ωB97M-V/def2-TZVPD

ORCA input file:
```
! RIJCOSX wB97M-V def2-TZVPD def2/J DEFGRID3
* xyz 1 6
Dy -0.17 -0.30 -0.13
O -2.38 -0.44 -3.39
C -1.94 -0.28 -2.31
O -0.60 -0.10 -2.02
C -2.83 -0.30 -1.01
O -3.99 -0.47 -1.05
O -2.09 -0.14 0.14
O 1.12 1.38 0.80
C 2.28 1.03 1.60
C 2.47 -0.46 1.71
C 3.54 -0.93 2.45
C 3.74 -2.29 2.56
C 2.86 -3.16 1.93
C 1.81 -2.62 1.22
N 1.61 -1.29 1.10
H 1.05 2.35 0.76
H 2.15 1.45 2.60
H 3.17 1.47 1.14
H 4.21 -0.22 2.93
H 4.57 -2.67 3.14
H 2.98 -4.23 2.00
H 1.10 -3.27 0.71
*
```

⟨S²⟩: 9.2893
gap between HOMO and LUMO (spin up / spin down): 8.30 / 9.20 eV
LUMO level (spin up / spin down): -4.86 / -3.98 eV



Energy relative to the best compared isomer or geometry (same formula, charge and spin) (kcal per mole)
0.00 458.88 71.50 7.41 131.31 0.00